[1]
# C10H18Si

One molecule with the formula C10H18Si (ωB97M-V/def2-TZVPD, the Open Molecules 2025 dataset).

Geometry as XYZ:
```
29
Properties=species:S:1:pos:R:3:forces:R:3:nbo_charge:R:1
C -2.074 -0.736 2.471 -0.36 -0.06 -7.38 -0.32
C -1.842 3.128 -0.717 0.52 -3.15 -0.82 -0.33
C -1.057 0.017 2.076 0.15 0.16 -0.65 -0.64
C -1.249 2.368 0.222 0.18 1.03 -0.19 -0.65
C 0.385 -2.220 0.185 -1.30 -0.12 1.41 -0.18
C 1.505 -1.189 0.205 -1.27 -1.22 -0.27 -0.45
C -0.087 -3.067 -0.720 1.93 0.93 -0.32 -0.40
C 1.023 0.126 -0.445 -0.49 -0.22 0.57 -0.43
C 0.958 -0.062 -1.928 1.31 -0.58 -0.79 -0.62
C 2.059 1.177 -0.167 0.02 0.48 2.28 -0.60
Si -0.756 0.522 0.250 -1.13 -0.64 -0.32 1.35
H -2.369 -0.952 3.360 -1.27 -1.07 5.96 0.17
H -2.812 -1.249 1.699 1.67 1.21 1.21 0.18
H -1.644 4.139 -0.841 -0.27 2.03 0.53 0.19
H -2.298 2.673 -1.599 -0.01 -0.05 0.14 0.18
H -0.418 0.445 2.842 0.04 0.11 0.15 0.21
H -0.876 3.044 1.010 0.42 -0.73 0.01 0.21
H -1.646 -0.382 -0.690 0.48 1.09 0.95 -0.16
H -0.309 -2.235 1.103 1.42 0.34 -1.26 0.21
H 1.662 -1.001 1.266 0.71 -0.01 -0.01 0.22
H 2.374 -1.634 -0.329 -0.15 0.67 0.47 0.22
H 0.260 -3.377 -1.683 0.75 0.39 -0.51 0.19
H -0.940 -3.551 -0.456 -2.41 -1.48 0.74 0.19
H 1.979 -0.361 -2.227 -0.04 0.28 -0.15 0.20
H 0.733 0.838 -2.464 -0.32 0.58 -0.29 0.21
H 0.370 -0.874 -2.310 -0.82 -0.33 0.15 0.22
H 1.955 1.569 0.865 -0.05 -0.02 -0.30 0.20
H 2.040 2.015 -0.803 -0.37 1.10 -0.97 0.21
H 3.073 0.830 -0.175 0.65 -0.71 -0.33 0.21
```
Forces are in eV/Å.

Summary:
SMILES: C=CCC(C)(C)[SiH](C=C)C=C
Total charge: 0
Energy relative to the best compared isomer or geometry (same formula, charge and spin) in kcal per mole: 85.4
M in g/mol: 166.340
Multiplicity: 1
HOMO-LUMO gap in hartree: 0.3750
HOMO level in eV: -9.3
E in Eh: -681.187221


[2]
# C6H10

One molecule with the formula C6H10 (ωB97M-V/def2-TZVPD, the Open Molecules 2025 dataset).

Geometry as XYZ:
```
16
Properties=species:S:1:pos:R:3:forces:R:3:nbo_charge:R:1
C 0.141 -0.929 -2.301 1.16 0.60 -0.78 -0.65
C -0.329 -0.159 -1.111 -0.62 0.48 1.29 -0.01
C -1.407 0.689 -1.110 1.45 0.43 0.37 -0.42
C 0.484 0.267 2.621 2.63 -0.72 1.31 -0.67
C 0.202 0.533 1.202 -0.10 0.46 -0.69 -0.14
C 0.350 -0.343 0.187 -0.45 -0.67 -0.25 -0.24
H -0.610 -1.571 -2.771 -0.03 0.32 0.23 0.23
H 1.016 -1.548 -2.078 -0.22 -0.01 0.22 0.21
H 0.528 -0.218 -3.047 -0.32 -0.20 -0.15 0.23
H -1.490 1.479 -1.840 -0.87 -0.71 -1.10 0.20
H -1.895 0.942 -0.178 0.26 0.01 0.23 0.19
H 1.226 -0.558 2.745 -0.34 0.25 -0.48 0.21
H 1.006 1.093 3.115 -0.25 0.26 -0.17 0.21
H -0.251 -0.057 3.350 -0.99 0.22 -0.56 0.24
H 0.002 1.574 0.919 -0.71 -0.48 0.24 0.21
H 1.028 -1.195 0.297 -0.60 -0.25 0.30 0.19
```
Forces are in eV/Å.

Summary:
SMILES: C=C(C)/C=C/C
Total charge: 0
Energy relative to the best compared isomer or geometry (same formula, charge and spin) in kcal per mole: 48.2
M in g/mol: 82.146
Multiplicity: 1
HOMO-LUMO gap in hartree: 0.3179
HOMO level in eV: -8.1
E in Eh: -234.525726


[3]
# H22O11

A 11-piece molecular cluster, H22O11 overall (ωB97M-V/def2-TZVPD, the Open Molecules 2025 dataset).

Geometry as XYZ:
```
33
Properties=species:S:1:pos:R:3:forces:R:3:nbo_charge:R:1
O 1.480 1.317 1.776 0.01 0.33 -0.51 -0.98
H 2.035 0.582 2.039 0.49 -0.83 0.20 0.50
H 1.919 2.089 2.134 -0.04 0.39 -0.06 0.49
O 0.012 0.143 3.736 -0.68 -0.40 0.55 -0.96
H 0.315 0.848 4.309 -0.01 0.14 0.09 0.46
H 0.422 0.328 2.891 -0.02 0.21 -0.08 0.48
O 2.064 -1.384 2.298 0.32 0.57 0.15 -0.97
H 2.885 -1.878 2.294 0.20 -0.21 0.04 0.48
H 1.646 -1.608 1.466 -0.50 -0.46 -0.50 0.50
O 0.555 -2.961 -0.142 0.16 -0.33 0.40 -0.96
H 1.251 -2.586 -0.682 0.29 0.28 -0.22 0.48
H -0.154 -3.144 -0.758 -0.26 0.07 -0.08 0.48
O 0.039 -0.008 -0.492 0.56 0.15 -0.84 -0.99
H 0.414 0.370 0.303 0.03 0.39 0.35 0.49
H -0.871 -0.196 -0.262 -0.19 -0.35 0.19 0.49
O 1.625 2.506 -1.899 0.11 0.27 0.00 -0.95
H 2.232 2.131 -2.537 0.19 -0.01 -0.19 0.46
H 1.047 1.781 -1.662 -0.43 -0.38 0.29 0.48
O -2.087 1.946 0.122 0.02 0.48 0.51 -0.99
H -2.266 1.510 -0.711 -0.21 -0.37 -0.56 0.49
H -1.936 2.862 -0.114 0.13 0.24 0.21 0.48
O -3.081 0.208 -1.681 0.18 0.13 -0.24 -0.96
H -3.689 0.602 -2.306 -0.18 0.07 -0.27 0.48
H -3.643 -0.229 -1.041 -0.10 -0.35 0.38 0.50
O 2.912 -0.904 -0.870 0.30 -0.42 -0.09 -0.95
H 2.277 -0.437 -1.414 -0.39 0.12 -0.07 0.48
H 3.038 -0.339 -0.108 0.01 0.21 0.19 0.47
O -1.157 -1.177 -3.518 0.12 -0.25 -0.10 -0.94
H -1.221 -0.306 -3.126 -0.07 0.16 0.36 0.48
H -1.159 -1.016 -4.461 0.04 -0.05 -0.26 0.46
O -2.343 -0.662 1.240 -0.21 -0.43 -0.44 -0.98
H -2.194 -0.652 2.186 0.21 -0.05 0.35 0.49
H -2.366 0.262 0.991 -0.06 0.70 0.23 0.48
```
Forces are in eV/Å.

Summary:
SMILES: O.O.O.O.O.O.O.O.O.O.O
Total charge: 0
Energy relative to the best compared isomer or geometry (same formula, charge and spin) in kcal per mole: 30.5
M in g/mol: 198.165
Multiplicity: 1
HOMO-LUMO gap in hartree: 0.3937
HOMO level in eV: -10.6
E in Eh: -840.831584


[4]
# C5H10AlCl3N2O4

C5H10AlCl3N2O4 as an isolated structure (ωB97M-V/def2-TZVPD, the Open Molecules 2025 dataset).

Geometry as XYZ:
```
25
Properties=species:S:1:pos:R:3:forces:R:3:nbo_charge:R:1
Al -0.170 0.544 -0.630 0.25 -1.05 -0.27 1.75
C -0.448 -1.058 3.559 0.33 0.56 0.87 -0.27
O -0.842 -1.837 2.407 -0.10 -0.33 -0.62 -0.41
C -0.783 -1.326 1.241 -0.11 0.48 -0.48 0.95
O -0.388 -0.145 0.984 0.09 -0.14 1.15 -0.81
N -1.211 -2.066 0.210 -0.07 -0.45 0.12 -0.43
N -1.226 -1.444 -1.053 0.00 0.15 -0.36 -0.67
H -0.714 -1.659 4.426 -0.01 0.02 -0.23 0.25
H -0.982 -0.108 3.576 -0.04 -0.16 -0.08 0.21
H 0.626 -0.873 3.549 -0.09 -0.14 -0.15 0.22
H -1.512 -3.027 0.349 0.02 0.16 -0.17 0.45
H -2.170 -1.492 -1.453 0.22 0.05 0.27 0.42
H -0.602 -1.934 -1.710 -0.11 0.09 0.40 0.43
Cl -1.798 2.151 -0.112 -0.40 0.21 0.93 0.17
C -1.965 2.593 -1.799 -0.67 0.99 -0.55 -0.40
Cl -0.938 1.460 -2.667 0.20 -0.33 -1.00 0.16
H -1.605 3.611 -1.964 0.02 -0.25 0.10 0.29
H -3.008 2.491 -2.115 0.30 -0.11 0.08 0.28
Cl 3.955 -0.568 0.074 0.13 0.25 -0.17 0.03
C 3.466 0.697 -1.111 0.61 -0.35 0.34 -0.47
C 1.996 0.656 -1.012 0.38 0.50 -0.08 0.80
O 1.329 1.607 -0.480 -0.25 0.20 0.16 -0.74
O 1.294 -0.338 -1.384 -0.45 -0.26 -0.25 -0.76
H 3.835 0.406 -2.095 -0.12 0.03 0.08 0.28
H 3.865 1.658 -0.790 -0.10 -0.15 -0.09 0.27
```
Forces are in eV/Å.

Summary:
Total charge: +2
Energy relative to the best compared isomer or geometry (same formula, charge and spin) in kcal per mole: 0.0
M in g/mol: 295.486
Multiplicity: 1
HOMO-LUMO gap in hartree: 0.3604
HOMO level in eV: -17.0
E in Eh: -2229.568453


[5]
# CH2Cl2NO2S

An isolated ion of composition CH2Cl2NO2S and charge -1 (ωB97M-V/def2-TZVPD, the Open Molecules 2025 dataset).

Geometry as XYZ:
```
9
Properties=species:S:1:pos:R:3:forces:R:3:nbo_charge:R:1
C 1.302 1.117 0.310 -0.26 -2.78 0.99 -0.45
N -0.366 -0.719 -1.222 -0.03 2.90 -0.17 -1.12
O 0.579 -1.821 0.888 -0.05 0.62 -0.33 -0.97
O -1.219 -0.125 1.189 0.96 -0.59 -0.52 -0.98
S 0.012 -0.537 0.496 -0.97 0.85 -1.39 2.04
Cl 1.164 1.507 2.098 0.37 0.56 0.27 -0.18
Cl 0.140 2.094 -0.529 -0.80 1.71 -0.74 -0.12
H -0.900 0.076 -1.726 1.26 -1.80 1.77 0.39
H -0.712 -1.592 -1.504 -0.49 -1.46 0.11 0.37
```
Forces are in eV/Å.

Summary:
SMILES: N[S@](=O)([O-])=C(Cl)Cl
Total charge: -1
Energy relative to the best compared isomer or geometry (same formula, charge and spin) in kcal per mole: 43.3
M in g/mol: 163.005
Multiplicity: 1
HOMO-LUMO gap in hartree: 0.2770
HOMO level in eV: -4.0
E in Eh: -1563.086799


[6]
# C18H19N3O5S

One molecule with the formula C18H19N3O5S (ωB97M-V/def2-TZVPD, the Open Molecules 2025 dataset).

Geometry as XYZ:
```
46
Properties=species:S:1:pos:R:3:forces:R:3:nbo_charge:R:1
C -5.187 -4.105 -0.615 0.00 0.28 0.00 -0.61
H -6.205 -4.288 -0.281 -0.07 -0.10 0.01 0.21
C -4.862 -2.619 -0.543 0.20 -0.20 -0.07 -0.41
C -3.437 -2.329 -1.015 -0.22 -0.44 0.23 -0.23
N -3.070 -0.931 -0.900 0.31 0.52 0.68 -0.85
S -2.836 -0.384 0.671 -0.09 0.37 -0.39 2.31
O -4.033 0.207 1.200 0.12 0.09 -0.19 -0.93
O -2.222 -1.440 1.419 0.28 -0.19 -0.14 -0.95
C -1.624 0.907 0.409 -0.59 -0.37 -0.01 -0.39
C -0.406 0.832 1.044 0.02 0.05 0.01 -0.16
C 0.525 1.855 0.897 -0.09 0.14 0.00 -0.07
C 0.198 2.940 0.097 0.00 -0.21 0.19 -0.14
C -1.027 3.019 -0.544 -0.36 -0.05 -0.13 -0.32
C -1.958 1.994 -0.398 0.24 0.18 0.02 0.41
O -3.173 1.949 -0.992 0.09 -0.02 0.02 -0.51
C -3.614 3.079 -1.716 -0.07 0.15 -0.15 -0.25
H -4.631 2.850 -2.026 0.07 0.06 0.00 0.20
H -3.621 3.976 -1.090 0.02 -0.05 0.00 0.19
H -2.994 3.253 -2.601 -0.02 0.00 0.06 0.18
H -1.242 3.879 -1.157 -0.07 0.05 -0.07 0.22
H 0.913 3.736 -0.040 0.09 0.06 -0.02 0.22
C 1.877 1.753 1.553 -0.09 0.06 -0.06 -0.24
N 2.719 0.809 0.839 -0.12 0.27 0.20 -0.46
C 3.198 1.038 -0.440 0.05 0.03 -0.01 0.68
O 3.014 2.038 -1.085 0.03 0.05 -0.04 -0.55
C 3.973 -0.178 -0.789 0.18 -0.63 0.23 -0.16
C 4.690 -0.532 -1.916 -0.08 -0.02 0.19 -0.12
C 5.313 -1.776 -1.884 -0.10 0.19 0.00 -0.24
C 5.190 -2.576 -0.754 0.12 -0.05 -0.19 0.05
N 4.504 -2.236 0.330 -0.28 -0.04 0.61 -0.36
C 3.914 -1.062 0.295 0.34 0.23 -1.00 0.11
C 3.089 -0.426 1.367 -0.05 0.04 0.31 0.67
O 2.790 -0.817 2.460 0.02 -0.15 -0.03 -0.52
H 5.668 -3.545 -0.707 0.08 -0.06 -0.10 0.20
H 5.890 -2.121 -2.728 0.05 -0.05 -0.05 0.23
H 4.759 0.125 -2.769 0.00 0.05 -0.07 0.24
H 2.373 2.727 1.554 -0.06 -0.10 0.08 0.22
H 1.789 1.374 2.574 0.08 0.11 -0.11 0.25
H -0.205 -0.034 1.657 0.10 -0.12 0.12 0.25
H -3.729 -0.314 -1.354 -0.05 0.22 -0.03 0.40
H -3.305 -2.630 -2.059 0.06 0.02 0.10 0.20
H -2.723 -2.873 -0.395 -0.05 -0.20 -0.19 0.22
H -4.958 -2.262 0.484 -0.11 0.02 -0.03 0.22
H -5.567 -2.055 -1.161 -0.02 0.08 0.05 0.19
H -5.089 -4.470 -1.636 -0.01 -0.11 -0.09 0.20
H -4.509 -4.671 0.019 0.05 -0.13 0.06 0.21
```
Forces are in eV/Å.

Summary:
SMILES: CCCNS(=O)(=O)c1cc(CN2C(=O)c3cccnc3C2=O)ccc1OC
Total charge: 0
Energy relative to the best compared isomer or geometry (same formula, charge and spin) in kcal per mole: 43.8
M in g/mol: 389.433
Multiplicity: 1
HOMO-LUMO gap in hartree: 0.3070
HOMO level in eV: -8.9
E in Eh: -1635.988044